# 1
C21H27FN4OS as an isolated structure in a non-equilibrium geometry, computed with ωB97M-V/def2-TZVPD.

The HOMO energy comes out at -7.851 eV. The energy relative to the best compared isomer or geometry (same formula, charge and spin) comes out at 490.5 kcal per mole.

The geometry in XYZ format:
```
55
Properties=species:S:1:pos:R:3:forces:R:3
C 4.3243 -4.3298 -2.7946 -4.31 0.58 -1.69
C 3.5171 -4.7451 -1.5311 4.68 -3.43 1.54
C 4.0389 -4.0843 -0.2061 4.37 -3.44 -1.38
C 3.7229 -2.6512 -0.2489 1.31 1.68 -2.03
N 2.2357 -2.5638 -0.4462 6.34 -10.61 8.90
C 1.7979 -2.7171 0.9906 2.51 -1.76 1.31
H 0.8471 -2.8606 0.8422 -5.68 -1.39 -0.31
C 1.7709 -1.6871 2.0722 4.84 3.51 0.18
N 0.8237 -0.6553 1.9231 -2.16 -0.86 1.50
C -0.2750 -0.4511 2.6626 3.01 -9.66 7.98
O -0.4440 -1.3165 3.8378 0.67 4.31 -5.59
C -1.2198 0.4086 2.3876 -3.41 7.22 -7.79
C -1.3663 1.3270 1.0020 -1.32 -2.10 8.10
C -2.4046 2.2412 1.3683 3.92 -0.84 -8.03
C -3.1759 2.0001 2.4265 2.53 -0.92 1.25
N -3.9889 2.9731 2.4842 -7.34 4.82 0.23
N -4.1124 3.7271 1.2005 1.92 -2.61 4.45
C -3.0390 3.2684 0.5538 -3.83 -1.42 6.49
C -3.0856 3.8237 -0.6481 17.13 -4.91 -1.53
C -1.6555 3.8276 -1.3649 -3.83 -0.73 -0.69
C -1.6491 4.2660 -2.7356 5.99 -6.20 9.42
C -2.5321 4.9674 -3.1476 -14.41 8.70 -8.41
C -3.8865 5.0400 -2.4685 1.86 2.70 -4.64
C -3.8699 4.5160 -1.2458 -15.29 4.46 -3.17
H -5.1589 4.3060 -0.7192 3.92 1.15 -1.51
H -4.8269 5.5826 -3.0153 2.68 -1.55 1.69
H -2.5825 5.4829 -4.4322 0.54 -1.66 4.28
H -0.7414 4.2657 -3.0539 5.59 -0.43 -2.93
F -0.5106 3.2307 -0.9123 -1.37 0.65 -0.06
C -5.0766 3.2360 3.4905 -1.57 -5.62 -4.35
H -5.8661 3.8611 3.2309 -0.54 1.61 -1.08
H -4.6954 3.4041 4.3531 2.82 2.00 5.60
H -5.6674 2.2560 3.7578 1.13 1.17 -1.00
S -2.4246 0.8976 3.4075 -1.46 -1.60 3.78
H -0.6097 1.2475 0.3007 0.75 0.18 -1.61
H 0.9302 0.1021 1.3841 1.40 2.82 -3.01
H 1.5526 -2.0910 3.0464 0.29 -0.53 0.26
H 3.0311 -0.9853 2.1439 -3.57 -2.31 0.00
H 2.1671 -3.6458 1.5382 -0.08 1.00 -1.48
C 1.9763 -1.4609 -0.8571 -6.90 10.09 -12.97
C 0.4334 -1.2958 -1.3100 1.58 -4.97 0.59
H 0.3729 -2.4105 -1.6041 -0.64 1.55 -0.59
H -0.1451 -1.3925 -0.4365 -1.47 1.12 0.97
H 0.1687 -0.6720 -2.1272 -0.19 0.80 -0.20
H 2.1046 -0.5708 -0.4966 2.20 5.02 3.41
H 2.2824 -1.2999 -2.0098 0.67 -0.44 2.16
H 4.1830 -2.0413 -1.1581 -0.67 -1.87 1.38
H 4.1921 -2.0775 0.5694 -0.92 -0.12 0.29
H 3.7185 -4.7509 0.6505 0.17 1.42 -0.66
H 5.3856 -4.2981 -0.2290 -4.02 0.87 0.20
H 3.6896 -5.9601 -1.3835 -0.28 2.88 -0.43
H 2.4920 -4.6736 -1.5621 -2.22 0.61 -0.66
H 3.6956 -4.9271 -3.6279 2.25 1.27 1.26
H 4.1671 -3.2312 -3.0616 -0.12 -1.26 0.41
H 5.3885 -4.4125 -2.7905 0.57 -0.94 0.16
```
Positions in Å, forces in eV/Å.

***

# 2
A 2-piece molecular cluster, H2NOS2 overall in a non-equilibrium geometry, computed with ωB97M-V/def2-TZVPD.

The HOMO energy (spin up / spin down) comes out at -2.189 / -3.179 eV. The energy relative to the best compared isomer or geometry (same formula, charge and spin) comes out at 24.1 kcal per mole. Its total charge is -1. Its spin multiplicity is 3.

The geometry in XYZ format:
```
6
Properties=species:S:1:pos:R:3:forces:R:3
N -0.1605 -0.3611 0.4810 0.44 1.85 -0.16
O -0.8782 -1.2336 0.1066 -1.00 -2.33 -0.28
S -1.0499 1.4902 -0.9824 0.09 1.02 0.32
S 1.7348 -0.5752 0.5117 0.11 -0.53 -0.04
H -1.2552 0.3178 -1.5382 -0.15 -0.54 -0.32
H 1.6089 0.3619 1.4214 0.51 0.53 0.48
```
Positions in Å, forces in eV/Å.

***

# 3
C12H19MnO7P as an isolated structure in a non-equilibrium geometry, computed with ωB97M-V/def2-TZVPD.

The HOMO energy (spin up / spin down) comes out at -15.887 / -16.832 eV. The energy relative to the best compared isomer or geometry (same formula, charge and spin) comes out at 16.5 kcal per mole. Its total charge is +2. Its spin multiplicity is 6.

The geometry in XYZ format:
```
40
Properties=species:S:1:pos:R:3:forces:R:3
Mn -0.1693 0.2034 -2.6752 1.10 -0.69 -2.43
O -0.0880 2.9449 -1.2718 -0.19 -6.79 -4.32
C -0.1205 1.9126 -1.8804 0.30 11.39 5.93
C -0.2448 -1.5429 -1.9329 -0.24 -11.96 6.85
O -0.2474 -2.5737 -1.2534 -0.03 7.84 -5.69
C 1.6467 0.1324 -2.2380 12.04 -0.97 3.96
O 2.7166 0.0199 -1.7504 -6.07 0.67 -2.77
C -1.9768 0.3328 -2.5860 -15.13 0.84 1.99
O -3.1479 0.4099 -2.3320 7.97 -0.49 -1.60
C 0.0579 0.9010 -4.6864 0.23 0.46 -1.48
H -0.8506 1.5179 -4.7013 0.31 -0.13 -0.26
H 1.0173 1.4356 -4.6743 -0.35 -0.17 -0.16
C -0.0039 -0.4411 -4.7751 0.13 -0.21 -1.15
H 0.9002 -1.0568 -4.8139 -0.25 0.15 -0.15
H -0.9629 -0.9628 -4.8582 0.25 0.08 -0.15
C 0.2740 3.1940 2.4173 -0.08 0.47 0.32
C 0.9271 2.0591 1.6743 0.23 0.00 0.20
O -0.1840 1.3768 0.9389 0.51 -0.14 -0.88
P -0.1776 -0.0153 0.1511 -0.27 -0.15 5.41
O -1.3688 -0.8084 0.8721 -0.05 0.33 -1.28
C -2.4389 -0.4977 1.9010 0.22 -0.07 -0.32
C -1.8885 -0.6712 3.2784 0.35 0.22 0.47
O 1.1444 -0.7152 0.7219 -0.76 -1.15 -0.55
C 1.1255 -2.1314 1.3974 0.00 0.53 -0.20
C 2.4429 -2.7976 1.0280 -0.47 -0.05 0.33
H -0.3841 3.7911 1.7615 0.35 -0.22 0.30
H 1.0602 3.8625 2.8372 -0.57 -0.48 -0.23
H -0.3230 2.7749 3.2484 0.22 0.40 -0.38
H 1.7459 2.4017 0.9976 -0.85 -0.42 0.15
H 1.3429 1.3600 2.4133 -0.07 -0.05 -0.55
H -2.8168 0.5188 1.7375 0.23 -0.29 -0.15
H -3.2394 -1.2314 1.7267 0.44 0.29 -0.34
H -1.1470 0.0866 3.5438 -0.08 0.01 -0.11
H -2.7191 -0.5710 3.9723 -0.13 0.10 0.13
H -1.4533 -1.6483 3.4742 -0.04 -0.16 -0.27
H 0.2401 -2.6781 0.9826 0.86 0.61 0.66
H 1.0142 -1.9299 2.4939 0.05 -0.14 -1.10
H 3.3082 -2.2249 1.3625 -0.13 0.11 -0.10
H 2.4958 -3.7661 1.5489 -0.11 0.21 -0.24
H 2.4928 -2.9721 -0.0512 0.08 -0.01 0.19
```
Positions in Å, forces in eV/Å.

***

# 4
A 3-piece molecular cluster, C2H8O4 overall in a non-equilibrium geometry, computed with ωB97M-V/def2-TZVPD.

The HOMO energy (spin up / spin down) comes out at -15.431 / -15.323 eV. The energy relative to the best compared isomer or geometry (same formula, charge and spin) comes out at 22.9 kcal per mole. Its total charge is +1. Its spin multiplicity is 2.

The geometry in XYZ format:
```
14
Properties=species:S:1:pos:R:3:forces:R:3
O 0.5068 -0.2759 0.2728 0.04 -0.46 -0.17
C -0.0244 0.7748 -0.1562 -0.12 0.97 -0.08
O -0.3201 1.6988 0.6865 0.29 -0.20 0.13
C -0.2175 1.0516 -1.5873 0.47 -0.42 -0.25
H 0.0186 1.4735 1.5778 -0.50 0.26 0.45
H -0.4547 0.1601 -2.1647 -0.74 0.14 0.01
H 0.7691 1.2651 -1.9609 0.90 0.26 -0.06
H -0.7663 1.9835 -1.7123 -0.56 -0.38 0.00
H 0.0287 -0.0591 3.2484 0.25 0.06 0.76
H -1.3376 -0.5871 3.2316 -0.49 0.14 0.45
O -0.8415 0.1493 3.6204 0.47 -0.30 -1.31
H 0.4172 -1.9786 -1.4085 -0.15 -0.24 0.09
H 1.5304 -2.9801 -1.6364 -0.11 -0.14 -0.20
O 0.6914 -2.6759 -2.0111 0.27 0.30 0.18
```
Positions in Å, forces in eV/Å.

***

# 5
C4H7O2Rb as an isolated structure in a non-equilibrium geometry, computed with ωB97M-V/def2-TZVPD.

The HOMO energy comes out at -6.172 eV. The energy relative to the best compared isomer or geometry (same formula, charge and spin) comes out at 13.7 kcal per mole.

The geometry in XYZ format:
```
14
Properties=species:S:1:pos:R:3:forces:R:3
O 2.0653 1.0924 -0.4641 -0.10 0.94 -0.74
C 1.9761 -0.1534 0.0422 -0.05 -0.02 1.21
C 0.5992 -0.6829 0.3521 -1.01 -0.76 -1.60
Rb 1.7263 3.8728 -1.8428 0.08 -1.22 0.60
H 2.3185 -0.2405 1.1433 0.81 0.16 -1.10
H 2.4875 -0.9248 -0.5821 0.22 -0.01 0.41
C -0.5171 -0.3972 -0.3477 0.42 -0.83 0.09
C -1.9106 -0.5555 0.1707 0.58 -0.75 -0.13
O -2.4944 0.7393 0.3248 -0.68 -0.05 -0.14
H -0.4336 -0.1940 -1.4211 0.09 1.23 0.49
H -1.8921 -1.0809 1.1413 -0.11 0.04 -0.28
H -2.5109 -1.1393 -0.5494 -0.16 0.49 0.39
H -1.9981 1.2088 1.0007 0.22 -0.10 -0.03
H 0.5840 -1.5449 1.0322 -0.30 0.86 0.82
```
Positions in Å, forces in eV/Å.

***

# 6
A 2-piece molecular cluster, C4H12NO2S overall in a non-equilibrium geometry, computed with ωB97M-V/def2-TZVPD.

The HOMO energy comes out at -13.564 eV. The energy relative to the best compared isomer or geometry (same formula, charge and spin) comes out at 69.7 kcal per mole. Its total charge is +1.

The geometry in XYZ format:
```
20
Properties=species:S:1:pos:R:3:forces:R:3
O 0.4928 1.3404 2.6682 -4.02 0.35 -2.83
C -0.5686 1.4448 1.9806 5.79 -1.50 2.01
C -0.7082 0.6388 0.6911 0.78 -0.62 -0.40
C 0.6230 0.2263 0.0370 1.50 1.26 0.19
C 0.5457 -0.3095 -1.4155 0.55 0.59 -0.22
S -1.0997 -1.1173 -1.7303 0.30 0.76 -1.89
N -1.6282 1.3444 -0.2812 -0.59 1.79 -0.66
H -1.3447 2.0279 2.3800 -1.58 0.97 0.33
H -1.0808 -0.3227 1.0380 -1.06 0.08 -0.28
H 1.4179 1.0423 0.1537 -1.20 -0.72 -0.52
H 1.0466 -0.5210 0.6792 0.02 -0.56 0.28
H 1.4050 -1.0482 -1.6759 -1.64 1.61 0.55
H 0.5904 0.6418 -2.0784 -0.32 -1.98 0.49
H -1.1756 -2.1844 -0.9727 0.44 -0.52 0.78
H -2.5394 1.5272 0.2252 1.13 0.19 -0.80
H -1.9499 0.7729 -1.2654 1.61 0.94 2.97
H -1.0851 2.3007 -0.4404 -1.95 -2.22 -0.16
H 3.1472 -2.4781 0.0700 -1.72 0.20 -0.46
H 1.7169 -3.0125 0.1302 -1.67 -2.88 1.29
O 2.1946 -2.3137 -0.1936 3.64 2.27 -0.66
```
Positions in Å, forces in eV/Å.

***

no.,E_tot (Eh)
1,-1607.98561
2,-927.46418
3,-2486.85310
4,-381.57614
5,-331.05271
6,-762.69993